[1]
One molecule with the formula C5H6O at a distorted geometry. Source: the OMol25 dataset; level of theory: wB97M-V/def2-TZVPD.

Summary:
* HOMO-LUMO gap: 10.2 eV
* SMILES: C=C=CCC=O
* energy above the lowest of the compared OMol25 structures with the same formula, charge and spin: 55.8 kcal/mol
* E_HOMO: -9.47 eV

```
! RIJCOSX wB97M-V def2-TZVPD def2/J DEFGRID3
* xyz 0 1
C 2.212 0.375 0.659
C 1.336 0.178 -0.246
C 0.216 0.020 -0.870
C -0.885 -0.804 -0.268
C -1.755 0.243 0.263
O -2.628 0.580 -0.515
H 3.132 -0.163 0.812
H 1.975 1.148 1.396
H 0.126 0.367 -1.889
H -1.440 -1.380 -1.019
H -0.587 -1.468 0.537
H -1.701 0.903 1.141
*
```

Atomic partial charges in e from the Mulliken method, atoms 1 to 4: atom 1 (C): -0.73, atom 2 (C): 0.15, atom 3 (C): -0.41, atom 4 (C): -0.35


[2]
C5H6O as an isolated structure at a distorted geometry. Source: the OMol25 dataset; level of theory: wB97M-V/def2-TZVPD.

Summary:
* HOMO-LUMO gap: 11.1 eV
* energy above the lowest of the compared OMol25 structures with the same formula, charge and spin: 125.7 kcal/mol
* E_HOMO: -10.08 eV

```
! RIJCOSX wB97M-V def2-TZVPD def2/J DEFGRID3
* xyz 0 1
C -2.845 0.116 -0.110
C -1.675 -0.155 -0.065
C 0.959 -1.271 0.741
C 0.306 -0.280 -0.130
C 0.847 1.102 -0.355
O 0.884 -1.340 -0.683
H -3.821 0.388 -0.368
H 1.889 -1.128 1.092
H 0.280 -1.935 1.170
H 1.949 1.298 -0.102
H 0.324 1.782 0.135
H 0.904 1.421 -1.323
*
```

Atomic partial charges in e from the Mulliken method, atoms 1 to 4: atom 1 (C): 0.06, atom 2 (C): -0.84, atom 3 (C): -0.62, atom 4 (C): 1.05